Here is a molecular structure, C25H31BrN10O6Sr from the Open Molecules 2025 dataset. Energies are from wB97M-V/def2-TZVPD.

The spin multiplicity is 1. The calculation puts the energy above the lowest of the compared OMol25 structures with the same formula, charge and spin at 7.3 kcal/mol. The HOMO-LUMO gap is 7.707 eV. As for the net charge: 0. For the HOMO energy, the calculation gives -8.51 eV.

Cartesian coordinates (Å):
1 Sr 0.023 0.733 -0.208
2 N -1.519 1.730 1.894
3 C -2.879 2.250 1.815
4 C -3.735 1.466 0.825
5 N -3.164 1.319 -0.511
6 C -3.725 0.156 -1.205
7 C -2.813 -0.398 -2.289
8 N -1.590 -0.933 -1.703
9 C -3.321 2.539 -1.308
10 C -2.125 3.478 -1.290
11 N -0.955 2.812 -1.846
12 H -0.878 2.379 2.340
13 H -1.455 0.874 2.435
14 H -3.407 2.239 2.777
15 H -2.830 3.297 1.515
16 H -3.895 0.464 1.222
17 H -4.732 1.937 0.784
18 H -3.886 -0.636 -0.469
19 H -4.711 0.384 -1.641
20 H -3.380 -1.138 -2.866
21 H -2.533 0.394 -2.988
22 H -1.767 -1.748 -1.127
23 H -0.906 -1.184 -2.408
24 H -3.496 2.254 -2.349
25 H -4.217 3.091 -0.988
26 H -2.406 4.392 -1.829
27 H -1.884 3.771 -0.267
28 H -1.087 2.585 -2.826
29 H -0.118 3.383 -1.794
30 O -0.242 -5.559 5.123
31 N 0.829 -5.089 4.787
32 O 1.890 -5.340 5.318
33 C 0.850 -4.195 3.615
34 C 1.938 -4.275 2.832
35 C 2.011 -3.517 1.626
36 C 3.131 -3.618 0.785
37 C 3.153 -2.889 -0.368
38 C 2.058 -2.060 -0.652
39 N 0.999 -1.932 0.127
40 C 0.962 -2.663 1.260
41 C -0.195 -2.556 2.136
42 N -1.188 -1.720 1.766
43 C -2.232 -1.623 2.559
44 C -2.370 -2.304 3.770
45 C -1.376 -3.160 4.155
46 C -0.259 -3.326 3.318
47 H 2.753 -4.930 3.107
48 H 3.951 -4.267 1.064
49 H 3.989 -2.926 -1.053
50 H 2.051 -1.463 -1.556
51 H -3.024 -0.960 2.237
52 H -3.248 -2.152 4.381
53 H -1.452 -3.711 5.078
54 N 1.207 2.985 1.021
55 N 1.472 2.682 2.387
56 C 1.754 1.296 2.696
57 O 2.366 1.110 3.741
58 O 1.305 0.449 1.866
59 H 2.048 2.965 0.447
60 H 0.819 3.919 0.987
61 H 2.188 3.259 2.809
62 Br 4.219 -0.706 -7.029
63 C 4.061 0.525 -5.601
64 C 4.915 1.616 -5.539
65 N 4.852 2.517 -4.564
66 C 3.929 2.349 -3.621
67 C 3.033 1.287 -3.605
68 C 3.102 0.349 -4.623
69 C 1.996 1.160 -2.515
70 O 1.944 2.053 -1.637
71 O 1.230 0.160 -2.557
72 H 5.669 1.765 -6.302
73 H 3.886 3.088 -2.832
74 H 2.414 -0.485 -4.637

---

Here is a molecular structure, C25H31BrN10O6Sr from the Open Molecules 2025 dataset. Energies are from wB97M-V/def2-TZVPD.

The spin multiplicity is 1. The calculation puts the energy above the lowest of the compared OMol25 structures with the same formula, charge and spin at 42.9 kcal/mol. The HOMO-LUMO gap is 7.204 eV. As for the net charge: 0. For the HOMO energy, the calculation gives -8.48 eV.

Cartesian coordinates (Å):
1 Sr -0.125 -0.193 0.994
2 N -2.360 0.786 0.612
3 C -2.772 1.966 1.377
4 C -1.965 2.051 2.671
5 N -0.522 2.109 2.437
6 C -0.108 3.343 1.769
7 C 0.103 3.158 0.261
8 N 0.802 1.908 -0.012
9 C 0.220 1.884 3.683
10 C 1.660 1.441 3.435
11 N 1.662 0.154 2.739
12 H -2.699 0.815 -0.344
13 H -2.743 -0.059 1.029
14 H -3.836 1.962 1.638
15 H -2.599 2.857 0.773
16 H -2.169 1.148 3.249
17 H -2.315 2.918 3.255
18 H 0.834 3.682 2.205
19 H -0.843 4.143 1.937
20 H 0.627 4.045 -0.120
21 H -0.862 3.102 -0.241
22 H 1.790 1.973 0.210
23 H 0.755 1.662 -0.996
24 H -0.279 1.080 4.224
25 H 0.215 2.782 4.320
26 H 2.174 1.409 4.403
27 H 2.184 2.170 2.812
28 H 1.270 -0.559 3.349
29 H 2.596 -0.144 2.489
30 O -4.244 -2.960 -5.761
31 N -3.998 -1.814 -6.083
32 O -4.403 -1.301 -7.110
33 C -3.187 -0.983 -5.179
34 C -3.186 0.342 -5.453
35 C -2.470 1.263 -4.646
36 C -2.419 2.633 -4.959
37 C -1.687 3.469 -4.160
38 C -1.026 2.917 -3.054
39 N -1.073 1.645 -2.721
40 C -1.783 0.806 -3.503
41 C -1.805 -0.613 -3.190
42 N -1.149 -1.008 -2.085
43 C -1.043 -2.293 -1.821
44 C -1.589 -3.274 -2.655
45 C -2.304 -2.898 -3.760
46 C -2.459 -1.525 -4.056
47 H -3.745 0.706 -6.302
48 H -2.946 3.004 -5.829
49 H -1.610 4.526 -4.370
50 H -0.425 3.556 -2.416
51 H -0.491 -2.556 -0.925
52 H -1.445 -4.319 -2.419
53 H -2.737 -3.645 -4.400
54 N 2.349 0.094 -1.988
55 N 2.893 -1.149 -1.584
56 C 2.187 -1.920 -0.623
57 O 2.389 -3.132 -0.655
58 O 1.428 -1.274 0.177
59 H 1.553 -0.048 -2.608
60 H 3.067 0.597 -2.489
61 H 3.215 -1.741 -2.335
62 Br -2.653 -7.085 3.437
63 C -2.661 -5.236 3.856
64 C -3.241 -4.808 5.041
65 N -3.284 -3.526 5.384
66 C -2.738 -2.639 4.560
67 C -2.137 -2.980 3.354
68 C -2.098 -4.318 2.990
69 C -1.541 -1.909 2.473
70 O -1.010 -0.922 3.048
71 O -1.622 -2.044 1.232
72 H -3.683 -5.516 5.732
73 H -2.775 -1.601 4.870
74 H -1.629 -4.616 2.062

---

Here is a molecular structure, C25H31Cl2F4N5SV from the Open Molecules 2025 dataset. Energies are from wB97M-V/def2-TZVPD.

The spin multiplicity is 2. The HOMO-LUMO gap (alpha / beta) is 6.402 / 7.637 eV. As for the net charge: +2. For the HOMO energy (alpha / beta), the calculation gives -14.04 / -14.09 eV.

Cartesian coordinates (Å):
1 V 0.102 -0.170 -0.362
2 C -1.338 0.612 -4.196
3 C -1.830 -0.040 -2.910
4 N -1.507 0.577 -1.591
5 C -1.667 2.042 -1.645
6 C -0.410 2.793 -2.078
7 C -2.444 -0.022 -0.626
8 C -2.139 -1.519 -0.457
9 N -0.717 -1.756 -0.513
10 C -0.268 -3.044 -0.525
11 C 1.124 -3.271 -0.499
12 F 1.924 -2.167 -0.413
13 C 1.696 -4.533 -0.517
14 F 3.015 -4.653 -0.520
15 C 0.894 -5.664 -0.523
16 C -0.479 -5.485 -0.520
17 F -1.275 -6.540 -0.512
18 C -1.058 -4.218 -0.513
19 F -2.395 -4.145 -0.466
20 H -1.710 -0.007 -5.013
21 H -0.254 0.631 -4.273
22 H -1.741 1.611 -4.339
23 H -1.469 -1.071 -2.892
24 H -2.926 -0.060 -2.978
25 H -1.959 2.394 -0.654
26 H -2.488 2.293 -2.325
27 H 0.397 2.698 -1.345
28 H -0.663 3.845 -2.178
29 H -0.036 2.459 -3.039
30 H -3.486 0.084 -0.963
31 H -2.359 0.505 0.327
32 H -2.655 -2.080 -1.247
33 H -2.555 -1.868 0.501
34 H 1.317 -6.656 -0.522
35 Cl 1.319 -0.205 -2.431
36 C 2.865 0.506 -2.197
37 C 3.805 0.566 -3.207
38 C 5.036 1.147 -2.930
39 C 5.331 1.633 -1.666
40 C 4.386 1.567 -0.655
41 Cl 4.696 2.181 0.920
42 C 3.126 1.017 -0.928
43 S 1.898 0.999 0.287
44 H 3.582 0.168 -4.183
45 H 5.779 1.211 -3.708
46 H 6.297 2.067 -1.468
47 C -2.291 2.872 3.413
48 C -1.384 3.332 2.284
49 N -0.903 2.143 1.601
50 C -0.613 0.993 2.259
51 N -0.212 -0.037 1.508
52 C 0.189 -1.243 2.206
53 C 0.738 -0.936 3.593
54 C -0.342 -0.207 4.367
55 N -0.830 0.906 3.571
56 C -1.476 1.969 4.325
57 H -3.147 2.324 3.010
58 H -2.664 3.725 3.976
59 H -0.556 3.931 2.681
60 H -1.929 3.942 1.561
61 H -0.347 2.301 0.767
62 H 0.978 -1.736 1.637
63 H -0.673 -1.920 2.292
64 H 1.622 -0.303 3.505
65 H 1.022 -1.859 4.092
66 H 0.056 0.202 5.300
67 H -1.167 -0.884 4.617
68 H -0.712 2.549 4.851
69 H -2.120 1.506 5.077

---

Here is a molecular structure, C25H31ClIrN2O from the Open Molecules 2025 dataset. Energies are from wB97M-V/def2-TZVPD.

The spin multiplicity is 6. The calculation puts the energy above the lowest of the compared OMol25 structures with the same formula, charge and spin at 0.0 kcal/mol. The HOMO-LUMO gap (alpha / beta) is 5.227 / 5.198 eV. As for the net charge: +2. For the HOMO energy (alpha / beta), the calculation gives -10.55 / -14.77 eV.

Cartesian coordinates (Å):
1 C -0.275 0.301 -6.603
2 C 1.091 0.892 -6.940
3 C -0.480 -0.978 -7.411
4 C -1.335 1.322 -7.002
5 Cl -0.387 -0.071 -4.767
6 H -0.417 -0.765 -8.489
7 H -1.460 -1.420 -7.211
8 H 0.281 -1.724 -7.168
9 H 1.155 1.083 -8.022
10 H 1.902 0.216 -6.661
11 H 1.244 1.838 -6.416
12 H -1.279 1.513 -8.085
13 H -1.178 2.269 -6.480
14 H -2.342 0.971 -6.767
15 C 1.085 -1.713 0.209
16 C 0.587 -2.721 -0.710
17 C 0.891 -2.258 -2.043
18 H 0.096 -3.653 -0.451
19 C 1.467 -0.950 -1.941
20 C 1.621 -0.642 -0.565
21 H 2.084 0.261 -0.167
22 H 1.069 -1.777 1.301
23 H 0.746 -2.808 -2.970
24 H 1.772 -0.326 -2.775
25 C -1.856 0.638 -0.406
26 C -2.207 -0.506 0.410
27 C -2.701 -1.542 -0.468
28 H -2.127 -0.567 1.495
29 C -2.751 -1.000 -1.797
30 C -2.197 0.323 -1.778
31 H -2.096 0.982 -2.636
32 H -1.408 1.565 -0.055
33 H -3.035 -2.537 -0.176
34 H -3.171 -1.498 -2.674
35 Ir -0.637 -1.043 -1.021
36 C 0.102 1.142 6.425
37 N -0.292 1.337 5.037
38 N 0.500 1.056 3.976
39 C -0.145 1.471 2.792
40 O 0.283 1.270 1.641
41 C -1.336 2.124 3.259
42 C -1.379 2.028 4.625
43 C -2.419 2.536 5.557
44 C 1.557 0.102 3.969
45 C 1.471 -1.067 4.735
46 C 2.556 -1.942 4.788
47 C 3.697 -1.690 4.019
48 C 3.742 -0.571 3.168
49 C 2.664 0.312 3.137
50 H 0.997 0.515 6.504
51 H -0.716 0.646 6.949
52 H 0.296 2.106 6.915
53 H -2.089 2.571 2.636
54 H -2.827 1.760 6.215
55 H -2.076 3.384 6.167
56 H -3.245 2.905 4.934
57 H 0.553 -1.289 5.281
58 H 2.515 -2.816 5.439
59 H 4.557 -2.368 4.064
60 H 4.619 -0.378 2.544
61 H 2.665 1.183 2.467

---

Here is 4 unconnected molecules or ions with the total composition C25H31F25NO6 from the Open Molecules 2025 dataset. Energies are from wB97M-V/def2-TZVPD.

The spin multiplicity is 1. The HOMO-LUMO gap is 10.061 eV. As for the net charge: +1. For the HOMO energy, the calculation gives -12.96 eV.

Cartesian coordinates (Å):
1 C 4.416 0.526 3.347
2 C 3.120 0.029 2.681
3 C 2.718 0.827 1.454
4 F 2.229 0.034 0.456
5 N 1.605 1.828 1.695
6 C 2.040 2.904 2.675
7 C 1.076 3.003 3.835
8 O -0.223 3.118 3.305
9 C -0.708 1.857 2.905
10 C -2.065 2.059 2.259
11 C -2.900 0.782 2.159
12 O -4.103 0.992 2.898
13 C -4.814 -0.105 3.232
14 O -5.948 -0.043 3.582
15 C 0.285 1.121 1.961
16 H 5.216 -0.200 3.231
17 H 4.277 0.691 4.415
18 H 4.768 1.464 2.920
19 H 2.301 -0.020 3.401
20 H 3.254 -0.990 2.315
21 H 3.556 1.400 1.050
22 H 1.481 2.296 0.800
23 H 3.060 2.701 2.991
24 H 2.026 3.845 2.130
25 H 1.138 2.142 4.511
26 H 1.298 3.907 4.398
27 H -0.826 1.231 3.802
28 H -1.944 2.518 1.275
29 H -2.609 2.775 2.875
30 H -2.372 -0.087 2.570
31 H -3.167 0.560 1.124
32 H -4.259 -1.054 3.136
33 H 0.525 0.135 2.347
34 H -0.164 0.977 0.981
35 C 10.597 0.337 3.242
36 C 11.023 1.799 3.423
37 C 10.184 2.674 4.364
38 F 8.903 2.745 3.929
39 F 10.694 3.918 4.374
40 F 11.155 2.400 2.229
41 F 12.251 1.743 4.019
42 O 9.816 0.060 2.090
43 C 8.467 0.105 2.079
44 C 7.938 1.101 1.032
45 F 8.430 2.329 1.241
46 F 6.580 1.165 1.162
47 F 7.937 0.353 3.294
48 F 7.999 -1.112 1.693
49 H 11.526 -0.205 3.074
50 H 10.137 -0.050 4.151
51 H 10.197 2.268 5.378
52 H 8.188 0.760 0.027
53 C -6.527 1.119 0.383
54 C -6.678 2.310 -0.562
55 C -7.916 2.368 -1.464
56 F -7.952 1.299 -2.285
57 F -7.843 3.484 -2.217
58 F -5.558 2.464 -1.299
59 F -6.796 3.403 0.255
60 O -5.701 0.055 -0.055
61 C -6.198 -0.991 -0.776
62 C -5.520 -1.105 -2.152
63 F -5.614 0.055 -2.828
64 F -6.159 -2.065 -2.853
65 F -7.528 -0.953 -0.879
66 F -5.868 -2.133 -0.111
67 H -6.005 1.521 1.251
68 H -7.493 0.759 0.735
69 H -8.826 2.397 -0.859
70 H -4.469 -1.371 -2.029
71 C -4.278 -4.726 -5.487
72 C -3.654 -3.328 -5.443
73 C -4.244 -2.245 -6.356
74 F -4.117 -2.586 -7.651
75 F -3.562 -1.095 -6.149
76 F -2.320 -3.392 -5.597
77 F -3.910 -2.859 -4.175
78 O -3.615 -5.675 -6.294
79 C -3.933 -5.863 -7.607
80 C -2.706 -5.680 -8.518
81 F -2.147 -4.472 -8.314
82 F -3.108 -5.759 -9.803
83 F -4.956 -5.088 -7.999
84 F -4.321 -7.153 -7.757
85 H -4.174 -5.106 -4.472
86 H -5.341 -4.659 -5.716
87 H -5.298 -2.080 -6.119
88 H -1.974 -6.463 -8.312

---

Here is C25H31F3N2O2 in the gas phase from the Open Molecules 2025 dataset. Energies are from wB97M-V/def2-TZVPD.

The spin multiplicity is 1. The calculation puts the energy above the lowest of the compared OMol25 structures with the same formula, charge and spin at 3.2 kcal/mol. The HOMO-LUMO gap is 8.733 eV. As for the net charge: 0. For the HOMO energy, the calculation gives -8.05 eV.

Cartesian coordinates (Å):
1 C -7.164 -2.982 -1.924
2 H -7.030 -2.280 -2.754
3 O -6.962 -2.357 -0.681
4 C -5.735 -1.830 -0.405
5 C -4.657 -1.839 -1.280
6 C -3.450 -1.274 -0.903
7 C -3.310 -0.674 0.337
8 C -4.390 -0.680 1.217
9 C -5.599 -1.249 0.867
10 C -6.764 -1.266 1.806
11 H -7.079 -2.292 1.990
12 H -6.508 -0.796 2.752
13 H -7.610 -0.743 1.362
14 H -4.279 -0.243 2.199
15 C -1.978 -0.135 0.749
16 O -1.007 -0.866 0.844
17 N -1.907 1.194 1.010
18 C -3.006 2.114 0.867
19 H -2.676 3.004 0.328
20 H -3.818 1.653 0.309
21 H -3.381 2.426 1.847
22 C -0.657 1.746 1.488
23 H -0.055 0.902 1.825
24 H -0.869 2.398 2.343
25 C 0.109 2.549 0.423
26 C 0.415 1.720 -0.829
27 C 1.508 0.679 -0.558
28 N 2.733 1.259 -0.047
29 C 3.557 1.943 -1.019
30 H 3.396 3.032 -1.032
31 C 5.051 1.676 -0.743
32 C 5.332 0.209 -0.845
33 C 5.029 -0.626 0.224
34 C 5.234 -1.991 0.114
35 C 5.745 -2.546 -1.053
36 C 6.044 -1.715 -2.116
37 C 5.836 -0.350 -2.012
38 H 6.072 0.291 -2.850
39 H 6.440 -2.133 -3.029
40 H 5.901 -3.612 -1.120
41 C 4.944 -2.902 1.272
42 F 4.243 -2.320 2.253
43 F 4.258 -4.000 0.908
44 F 6.080 -3.358 1.848
45 H 4.624 -0.209 1.132
46 H 5.648 2.231 -1.469
47 H 5.298 2.033 0.257
48 H 3.320 1.559 -2.014
49 C 2.479 2.008 1.166
50 C 1.415 3.104 1.001
51 H 1.797 3.873 0.324
52 H 1.230 3.578 1.967
53 H 3.414 2.460 1.505
54 H 2.157 1.294 1.929
55 H 1.739 0.133 -1.475
56 H 1.144 -0.048 0.172
57 H -0.488 1.213 -1.172
58 H 0.746 2.393 -1.625
59 H -0.520 3.400 0.128
60 H -2.610 -1.299 -1.581
61 H -4.740 -2.289 -2.256
62 H -6.493 -3.837 -2.059
63 H -8.195 -3.332 -1.914